(1)
This record from the Open Molecules 2025 dataset describes one molecule with the formula C4H8N2S. The level of theory is the ωB97M-V functional and the def2-TZVPD basis.

```
! RIJCOSX wB97M-V def2-TZVPD def2/J DEFGRID3
* xyz 0 1
C -1.61369 1.14481 1.50013
C -0.28981 1.41778 0.92124
C 0.20688 0.86168 -0.17512
C 0.05270 -0.97166 -1.58504
H -2.09155 2.14921 1.71080
H -2.17481 0.53576 0.74359
H -1.50456 0.57581 2.43266
H 0.34930 2.02333 1.56642
H 1.25167 0.97260 -0.49756
H -0.61032 -1.61343 -2.23478
H 1.37533 -2.37255 -2.14959
H 1.80137 -1.80162 0.72972
N -0.51077 -0.00773 -1.02309
N 1.26906 -1.55310 -1.56173
S 2.48919 -1.36090 -0.37767
*
```

Output
electronic energy	-18091.3928	eV
orbital gap	8.901	eV
max |F|	3.248	eV Å⁻¹
energy relative to the best compared isomer or geometry (same formula, charge and spin)	226.70	kJ/mol
SMILES string	C/C=C\N=C/NS

=====

(2)
This record from the Open Molecules 2025 dataset describes C2H4Hg as an isolated structure. The level of theory is the ωB97M-V functional and the def2-TZVPD basis.

```
! RIJCOSX wB97M-V def2-TZVPD def2/J DEFGRID3
* xyz -1 2
C -0.56593 0.24578 0.05578
C 0.65018 -0.50699 -0.15051
H -0.54960 1.29955 -0.27862
H -1.49005 -0.18822 -0.37223
H 0.42168 -1.58644 -0.26047
Hg 2.56740 0.30615 -0.33945
H -1.03368 0.43017 1.34550
*
```

Output
electronic energy	-6309.6561	eV
orbital gap (alpha / beta)	5.472 / 4.501	eV
max |F|	3.532	eV Å⁻¹
energy relative to the best compared isomer or geometry (same formula, charge and spin)	0.00	kJ/mol

=====

(3)
This record from the Open Molecules 2025 dataset describes a 2-piece molecular cluster, C5H8N2O overall. The level of theory is the ωB97M-V functional and the def2-TZVPD basis.

```
! RIJCOSX wB97M-V def2-TZVPD def2/J DEFGRID3
* xyz 0 1
C -3.16144 0.04395 -1.18574
C 1.08368 -0.62400 0.91209
C 0.19398 0.09745 -0.01257
C 2.60812 -0.61803 0.74968
C -0.34451 1.43706 -0.28462
N -2.69830 -0.98651 -0.91819
N 0.20920 -1.11630 -0.22660
O -3.47952 1.11822 -1.47937
H 0.65114 -0.82535 1.88827
H 2.74583 -0.78781 -0.35068
H 3.10052 -1.35986 1.33247
H 2.94097 0.37358 0.90729
H -0.76163 1.68735 0.63609
H -0.98041 1.49242 -1.09202
H 0.55565 1.91700 -0.48806
H -2.66328 -1.84915 -0.38805
*
```

Output
electronic energy	-10339.9973	eV
orbital gap	10.095	eV
max |F|	3.552	eV Å⁻¹
energy relative to the best compared isomer or geometry (same formula, charge and spin)	263.29	kJ/mol
SMILES string	CC1=N[C@H]1C.N=C=O

=====

(4)
This record from the Open Molecules 2025 dataset describes a 12-piece molecular cluster, C5H36N2O11 overall. The level of theory is the ωB97M-V functional and the def2-TZVPD basis.

```
! RIJCOSX wB97M-V def2-TZVPD def2/J DEFGRID3
* xyz 0 1
C -0.09633 2.58769 -0.40643
C -0.53897 1.14691 -0.71842
C 0.14084 0.14697 0.23200
C 1.45032 -0.54969 -0.15266
C 2.51705 -1.51466 1.83236
N 2.56759 -0.51777 0.78737
N -1.99650 0.99877 -0.75320
H -0.01634 2.83610 0.65455
H -0.95552 3.20077 -0.69737
H 0.82246 2.90820 -0.88247
H -0.21352 0.95470 -1.74001
H 0.32572 0.67857 1.17847
H -0.53026 -0.59829 0.64680
H 1.07900 -1.54894 -0.44128
H 1.79807 -0.21867 -1.12840
H 3.51391 -1.82715 2.14237
H 1.98998 -1.15810 2.72062
H 1.97711 -2.43791 1.57063
H 3.34079 -0.66808 0.15592
H -2.35443 0.45630 0.01465
H -2.46600 1.89272 -0.73853
H -1.69711 0.43652 -4.67250
H -1.73271 0.09140 -3.12897
O -1.33297 -0.12300 -3.98347
H -3.57100 -0.33810 -1.99974
H -3.84115 -1.57182 -1.09542
O -3.64966 -1.29742 -2.00151
H -4.71743 -0.41498 0.89779
H -3.51087 -1.18624 1.66912
O -3.94303 -0.97359 0.82140
H 3.82879 2.29595 -1.83331
H 2.63943 1.46208 -1.98451
O 3.09043 1.97999 -1.28669
H -0.64252 -2.50008 -3.64157
H -0.23292 -1.94433 -2.27622
O 0.02431 -2.57325 -2.95116
H 0.50226 -0.24141 -3.51469
H 1.95843 -0.73670 -3.44130
O 1.42623 0.06551 -3.41894
H -2.23283 -1.86570 -0.59267
H -1.63281 -3.32053 -0.61691
O -1.42076 -2.38571 -0.53272
H 0.18101 0.60404 3.88103
H 0.37104 -0.68389 4.72394
O -0.28376 -0.02253 4.48987
H 1.92105 1.54597 2.62478
H 1.99636 2.12786 4.09049
O 1.74484 1.35063 3.58754
H -1.62660 -1.63247 2.57151
H -1.68592 -0.44241 3.54394
O -2.18954 -0.88778 2.81877
H 2.92163 1.44452 0.95187
H 2.22660 2.65364 0.64059
O 2.75620 2.31537 1.38270
*
```

Output
electronic energy	-31272.3368	eV
orbital gap	9.666	eV
max |F|	2.111	eV Å⁻¹
energy relative to the best compared isomer or geometry (same formula, charge and spin)	149.15	kJ/mol
SMILES string	CNCC[C@H](C)N.O.O.O.O.O.O.O.O.O.O.O

=====

(5)
This record from the Open Molecules 2025 dataset describes C26H25HgNOSi as an isolated structure. The level of theory is the ωB97M-V functional and the def2-TZVPD basis.

```
! RIJCOSX wB97M-V def2-TZVPD def2/J DEFGRID3
* xyz -2 1
C 0.89795 -1.56790 -2.01227
C -0.49031 -1.48865 -2.28618
C -1.20329 -2.02487 -1.16982
C -0.23207 -2.41731 -0.18433
C 1.06492 -2.16578 -0.73244
Hg 0.79421 1.59502 0.34084
C -1.83621 1.83366 -1.08787
C -0.50011 2.02039 -1.24647
C 0.12493 2.31850 -2.45318
N 2.41203 1.84629 1.61348
H -2.28162 -2.08246 -1.04456
H -0.93070 -1.07732 -3.17606
H -0.44388 -2.81664 0.81229
H 2.01201 -2.36917 -0.21104
H 1.70728 -1.22599 -2.65072
H -2.50693 1.97643 -1.94187
H 3.22427 1.30996 1.16636
H -2.27259 1.38212 -0.17996
H -0.50482 2.45570 -3.37393
H 1.21063 2.33405 -2.56256
O -0.50370 -0.12831 1.76048
Si -0.48103 -0.14241 3.32989
C -0.01151 1.50930 4.00461
C 1.16457 2.12025 3.60762
C 1.48965 3.41009 3.97191
C 0.58265 4.16570 4.73156
C -0.62768 3.56914 5.13032
C -0.91139 2.24374 4.79164
C -2.11572 -0.58945 4.05778
C -2.29132 -1.49560 5.09960
C -3.59000 -1.82260 5.54443
C -4.72653 -1.22810 4.98394
C -4.53903 -0.35168 3.90385
C -3.26367 -0.06262 3.43350
C 0.72859 -1.35757 4.07925
C 1.78011 -0.93093 4.89356
C 2.72838 -1.86383 5.34592
C 2.62733 -3.21162 4.98346
C 1.60830 -3.61560 4.11514
C 0.67738 -2.69120 3.65003
H 1.94457 1.58353 2.78928
H 2.43326 3.85472 3.64522
H 0.81088 5.20073 4.98217
H -1.33111 4.13572 5.73280
H -1.83747 1.77203 5.14443
H -1.43255 -1.96114 5.58027
H -3.72484 -2.55619 6.34439
H -5.73891 -1.46257 5.35313
H -5.40489 0.09227 3.43726
H -3.12864 0.58564 2.56960
H 1.87680 0.11867 5.18642
H 3.53281 -1.53155 6.00086
H 3.37239 -3.93192 5.32408
H 1.53253 -4.65013 3.80927
H -0.10392 -2.99152 2.95084
*
```

Output
electronic energy	-42952.2338	eV
orbital gap (alpha / beta)	4.625 / 4.628	eV
max |F|	3.477	eV Å⁻¹
energy relative to the best compared isomer or geometry (same formula, charge and spin)	0.00	kJ/mol

=====

(6)
This record from the Open Molecules 2025 dataset describes one molecule with the formula C4H5ClN2O. The level of theory is the ωB97M-V functional and the def2-TZVPD basis.

```
! RIJCOSX wB97M-V def2-TZVPD def2/J DEFGRID3
* xyz 0 1
C -1.28994 -0.05114 -0.12365
C -2.15099 0.48823 0.68270
C -0.19163 0.81531 -0.50757
C 1.51638 -0.66490 0.08400
H -3.15528 -0.05295 0.84366
H -2.21338 1.60268 1.23921
H 1.75447 0.99296 -1.29810
H 0.90306 -1.07802 0.88293
H 3.06021 -1.75270 0.63358
N 1.07331 0.26425 -0.95111
N 2.79857 -0.96459 0.00956
O -0.36993 1.99501 -0.75099
Cl -1.73487 -1.59412 -0.74422
*
```

Output
electronic energy	-21776.9298	eV
orbital gap	9.914	eV
max |F|	6.356	eV Å⁻¹
energy relative to the best compared isomer or geometry (same formula, charge and spin)	241.93	kJ/mol
SMILES string	[H]/N=C/NC(=O)C(=C)Cl